{"formula": "C37H87ClFN2O13P2Si2", "method": "ωB97M-V/def2-TZVPD", "symbols": ["C", "C", "C", "F", "C", "P", "C", "C", "C", "Si", "C", "C", "C", "P", "O", "O", "O", "O", "C", "N", "Si", "C", "C", "C", "N", "C", "C", "C", "C", "C", "Cl", "H", "H", "H", "H", "H", "H", "H", "H", "H", "H", "H", "H", "H", "H", "H", "H", "H", "H", "H", "H", "H", "H", "H", "H", "H", "H", "H", "H", "H", "H", "H", "H", "H", "H", "H", "H", "H", "H", "H", "H", "H", "H", "H", "H", "H", "C", "O", "C", "C", "O", "C", "C", "O", "C", "H", "H", "H", "H", "H", "H", "H", "H", "H", "H", "H", "H", "H", "H", "C", "O", "C", "C", "O", "C", "C", "O", "C", "H", "H", "H", "H", "H", "H", "H", "H", "H", "H", "H", "H", "H", "H", "C", "O", "C", "C", "O", "C", "C", "O", "C", "H", "H", "H", "H", "H", "H", "H", "H", "H", "H", "H", "H", "H", "H"], "positions_angstrom": [[-2.09488, 7.76685, -0.00809], [-0.89511, 7.09650, -0.68731], [-0.39315, 5.82177, 0.02149], [-1.23584, 5.53518, 1.09049], [-0.22924, 4.52048, -0.80846], [-1.90374, 4.29230, -1.69015], [-2.25625, 5.03425, -3.33388], [-3.40019, 4.69595, -0.71160], [-0.10630, 3.33090, 0.22150], [0.75306, 3.53026, 1.97298], [-0.40710, 3.21280, 3.42455], [1.59639, 5.15993, 2.40386], [2.11388, 2.24042, 2.16884], [-1.40998, 1.97686, 0.46515], [-0.64063, 1.00340, 1.21737], [-2.64449, 2.43702, 1.37753], [-1.84783, 1.19916, -0.87469], [0.81635, 2.41831, -0.44409], [1.47770, 2.96031, -1.58641], [2.85833, 2.78034, -1.14450], [1.16356, 1.52959, -2.86897], [2.51433, 1.19457, -4.15077], [1.15407, -0.06961, -1.86503], [-0.48018, 1.51483, -3.78724], [1.01792, 4.43430, -1.67564], [2.20224, 5.26343, -1.20114], [2.16702, 6.78953, -1.30994], [0.75892, 4.86707, -3.08709], [1.89161, 5.22623, -4.04169], [3.13143, 4.33918, -4.20341], [4.48764, 5.38389, -4.75673], [-2.92618, 7.09478, 0.14074], [-2.38601, 8.59275, -0.63914], [-1.79320, 8.14602, 0.95667], [-1.11557, 6.98532, -1.74681], [-0.11965, 7.84271, -0.63132], [0.52572, 6.10240, 0.51601], [-3.30533, 5.28358, -3.42659], [-2.06218, 4.29711, -4.10252], [-1.71423, 5.92653, -3.63116], [-3.82494, 5.63912, -1.03650], [-4.14453, 3.94918, -0.95915], [-3.32971, 4.73912, 0.36500], [-0.51689, 2.14849, 3.58290], [-1.37026, 3.69856, 3.31633], [0.07382, 3.62069, 4.30818], [1.87640, 5.04921, 3.44717], [0.96546, 6.03865, 2.39254], [2.53495, 5.35704, 1.89815], [2.99722, 2.63808, 1.67608], [1.85599, 1.28363, 1.73619], [2.34267, 2.19143, 3.22729], [-3.48880, 2.07230, 1.05898], [-2.79104, 1.31855, -1.07349], [2.89848, 1.91424, -0.62000], [3.50110, 2.66102, -1.92374], [2.21828, 1.63605, -5.09504], [2.54073, 0.12848, -4.33763], [3.52608, 1.48261, -3.88378], [2.06984, -0.21817, -1.30169], [0.31936, -0.11749, -1.17485], [1.03788, -0.85322, -2.60561], [-0.92884, 0.53226, -3.73240], [-0.32594, 1.72477, -4.84378], [-1.22372, 2.21684, -3.42513], [3.11486, 4.96861, -1.68251], [2.34390, 5.02754, -0.16125], [3.10334, 7.15942, -1.70229], [1.39200, 7.20742, -1.93616], [2.06256, 7.25254, -0.33941], [0.08237, 4.19615, -3.59484], [0.16903, 5.76400, -2.99146], [1.44067, 5.27586, -5.02507], [2.24069, 6.23878, -3.90349], [3.49868, 3.86112, -3.31303], [2.99291, 3.64603, -5.01097], [-2.51771, 0.42034, 4.01999], [-3.19035, -0.72387, 3.53491], [-2.35799, -1.53561, 2.71742], [-2.86565, -2.95977, 2.68860], [-2.52498, -3.71532, 3.84118], [-3.25380, -3.44396, 5.03179], [-4.66908, -3.97525, 5.01355], [-5.52868, -3.10142, 4.29926], [-6.70182, -3.75349, 3.86758], [-2.18574, 1.05710, 3.19646], [-3.22061, 0.97513, 4.64150], [-1.65767, 0.13369, 4.63794], [-1.32921, -1.52450, 3.09292], [-2.36491, -1.12691, 1.69887], [-2.36682, -3.46891, 1.86037], [-3.94021, -2.99488, 2.49587], [-3.23385, -2.38067, 5.27631], [-2.71219, -3.97297, 5.81879], [-5.04291, -4.05436, 6.04395], [-4.67679, -4.96918, 4.55477], [-6.46147, -4.57770, 3.18487], [-7.30977, -3.02573, 3.33363], [-7.27491, -4.14038, 4.71800], [-4.91848, -13.07656, 4.48099], [-4.94363, -11.87520, 3.74315], [-6.02505, -11.82776, 2.82785], [-6.37011, -10.39788, 2.47765], [-7.14228, -9.73318, 3.46807], [-6.46463, -9.31990, 4.64616], [-5.56255, -8.12255, 4.44521], [-4.32308, -8.51278, 3.88118], [-3.65732, -7.43164, 3.26971], [-4.80501, -13.94387, 3.82064], [-4.06657, -13.03218, 5.15633], [-5.83200, -13.18812, 5.07668], [-6.90824, -12.31702, 3.25503], [-5.72740, -12.36107, 1.91426], [-7.00836, -10.42095, 1.59161], [-5.47552, -9.82659, 2.22293], [-5.92211, -10.14892, 5.10345], [-7.25757, -9.02409, 5.33644], [-5.36524, -7.65237, 5.41974], [-6.06602, -7.39672, 3.79317], [-4.25807, -7.02298, 2.44677], [-2.71834, -7.80221, 2.86379], [-3.44283, -6.64260, 3.99737], [8.60750, -2.29316, -6.61051], [8.44798, -1.88923, -5.26775], [9.69110, -1.64336, -4.62947], [9.51268, -0.71450, -3.45077], [9.39123, 0.65638, -3.81218], [8.15909, 1.07025, -4.37567], [7.02959, 1.16391, -3.37293], [6.46848, -0.11326, -3.11865], [5.75720, -0.14876, -1.90852], [9.18159, -3.22364, -6.67757], [7.61578, -2.45894, -7.02638], [9.10704, -1.51282, -7.19618], [10.40087, -1.19765, -5.33572], [10.09339, -2.60185, -4.27513], [10.42097, -0.76707, -2.84772], [8.68176, -1.03311, -2.81913], [7.87953, 0.44513, -5.22574], [8.34727, 2.07735, -4.75450], [6.23752, 1.81179, -3.78361], [7.40746, 1.60555, -2.44280], [6.41369, 0.07337, -1.05953], [5.35219, -1.15080, -1.78230], [4.92615, 0.57404, -1.93230]], "atomic_forces_ev_per_a": [[0.4, -0.4, -0.1], [-0.5, 0.1, 0.3], [0.9, 1.3, -0.2], [-0.2, -0.5, -0.2], [-1.6, 1.1, 1.6], [-0.5, -2.8, -1.1], [0.4, 0.7, -0.2], [-0.1, 1.0, 0.1], [0.1, -0.3, -1.2], [0.1, -0.7, 1.8], [0.2, 0.4, -0.6], [0.0, 0.0, -0.1], [-0.2, 0.9, -0.8], [0.9, -0.9, 0.7], [1.0, -0.6, 0.8], [-0.7, 0.5, -1.6], [-1.1, 0.9, 0.4], [-0.6, 0.9, -0.8], [0.4, -2.1, 1.2], [0.4, 0.5, -0.9], [-0.6, -1.6, -0.7], [-0.3, 0.6, 0.2], [0.0, 1.0, 0.2], [0.2, 0.7, -0.2], [1.3, 0.3, -0.6], [0.1, 1.3, 1.1], [-0.4, 0.2, -0.1], [-0.6, 0.3, -0.7], [0.7, -0.1, 0.1], [0.1, 0.8, -0.5], [0.0, -0.1, 0.1], [-0.2, 0.0, 0.0], [-0.3, 0.3, 0.0], [0.0, 0.2, 0.3], [0.0, -0.4, -0.1], [0.4, 0.1, -0.1], [0.3, -0.2, -0.1], [-0.3, 0.0, 0.4], [0.1, -0.3, -0.1], [0.0, 0.3, 0.1], [0.0, 0.3, 0.0], [0.0, -0.4, -0.2], [0.4, -0.1, 0.2], [-0.2, -0.1, -0.1], [-0.3, -0.1, 0.1], [0.1, 0.2, 0.2], [0.0, -0.3, 0.3], [-0.1, 0.2, -0.1], [0.1, 0.1, -0.3], [0.3, -0.1, -0.1], [-0.1, -0.3, 0.2], [-0.1, -0.3, 0.2], [0.1, 0.2, 0.4], [0.4, 0.1, -0.5], [-0.2, 0.1, 0.3], [0.0, 0.0, 0.1], [0.2, 0.3, -0.3], [-0.1, -0.3, 0.2], [0.2, 0.1, -0.1], [0.2, -0.2, 0.0], [-0.1, 0.0, 0.1], [0.1, -0.2, -0.1], [0.0, -0.3, 0.1], [0.1, 0.1, -0.2], [-0.1, 0.1, 0.2], [-0.2, -0.7, -0.4], [0.0, -0.4, 0.3], [0.3, -0.1, -0.2], [-0.1, 0.0, -0.2], [-0.1, 0.0, 0.3], [0.0, -0.8, 0.4], [0.0, 0.4, 0.1], [-0.4, -0.1, -0.2], [0.1, 0.2, 0.5], [-0.1, -0.2, 0.1], [0.0, -0.5, 0.0], [-0.2, -0.1, -0.1], [0.1, 0.0, 0.1], [-0.3, 0.1, 0.0], [0.1, -0.1, 0.0], [0.0, 0.0, 0.0], [0.1, -0.1, 0.0], [-0.2, 0.3, 0.1], [0.1, -0.1, -0.2], [0.0, 0.1, 0.1], [0.0, -0.2, 0.2], [0.0, 0.0, 0.0], [0.1, 0.0, -0.1], [0.0, 0.0, 0.0], [0.2, -0.1, 0.0], [0.0, 0.0, 0.0], [0.0, 0.2, 0.1], [-0.2, 0.0, -0.1], [0.0, 0.0, 0.0], [0.1, -0.2, 0.0], [0.0, 0.0, 0.0], [0.0, -0.1, 0.1], [0.0, 0.0, 0.0], [0.0, -0.1, 0.0], [0.1, 0.1, -0.1], [-0.1, 0.1, 0.2], [0.3, 0.0, 0.0], [-0.1, 0.0, -0.1], [0.1, 0.0, 0.0], [-0.2, 0.0, 0.0], [0.3, -0.1, 0.1], [-0.1, 0.0, -0.2], [0.0, -0.1, 0.1], [0.0, 0.0, 0.0], [0.0, 0.0, 0.0], [0.0, -0.1, 0.0], [0.0, 0.0, 0.0], [-0.2, 0.0, 0.0], [0.0, 0.0, 0.0], [0.1, -0.1, 0.1], [0.2, 0.0, -0.1], [0.0, 0.0, 0.0], [-0.1, 0.1, 0.0], [0.0, 0.0, 0.0], [0.0, 0.1, 0.0], [0.0, 0.0, 0.0], [0.1, 0.1, -0.1], [0.0, 0.0, 0.1], [0.0, 0.2, -0.1], [-0.3, -0.2, 0.0], [0.1, 0.0, 0.0], [-0.1, 0.0, 0.0], [0.1, 0.1, 0.0], [-0.2, -0.2, -0.1], [0.1, 0.0, 0.1], [0.0, 0.0, -0.1], [0.0, 0.0, -0.1], [0.0, 0.0, 0.0], [0.1, -0.1, 0.0], [0.0, 0.0, 0.0], [0.2, 0.1, 0.0], [0.0, 0.0, 0.0], [-0.1, -0.1, -0.1], [-0.1, -0.1, 0.1], [0.0, 0.0, 0.0], [0.1, 0.1, 0.1], [0.0, 0.0, 0.0], [-0.1, 0.1, 0.0], [0.0, 0.0, -0.1], [0.0, 0.0, 0.1]], "spin_multiplicity": 1, "orbital_gap_ev": 7.76, "energy_ha": -4370.95393, "charge": 1, "lumo_ev": -2.31}